(1)
{
  "formula": "C5H15Cl2INO3P2S",
  "method": "ωB97M-V with the def2-TZVPD basis set",
  "energy_ev": -75612.315,
  "e_lumo_ev": -5.580,
  "orbital_gap_ha": 0.2483,
  "total_charge": 1,
  "species": ["C", "C", "S", "C", "P", "N", "I", "P", "O", "O", "O", "H", "H", "H", "H", "H", "H", "H", "H", "H", "H", "H", "Cl", "C", "C", "Cl", "H", "H", "H", "H"],
  "coordinates": [[-1.26976, -1.51432, -0.57296], [-1.78921, -0.26779, -1.55787], [-0.26770, 0.75703, -1.93671], [0.59541, 1.19518, -0.28910], [1.36557, 2.95403, -0.60064], [2.23416, 3.58508, 0.85744], [-0.60437, 4.41486, -1.11068], [2.82910, 2.92694, -2.22875], [2.91187, 4.36683, -2.88692], [2.49203, 1.76104, -3.48545], [4.35876, 2.40958, -1.49254], [-1.51469, -1.16479, 0.52302], [-0.11157, -1.66431, -0.69509], [-1.83773, -2.51013, -0.88699], [-2.20529, -0.65972, -2.58557], [-2.54962, 0.45051, -0.99561], [1.42427, 0.40672, -0.00432], [-0.22369, 1.25444, 0.56932], [2.62853, 4.51088, 0.51122], [3.08202, 2.95536, 0.94140], [2.93674, 0.87709, -3.31237], [5.03562, 2.67787, -2.18631], [-3.47797, -3.67912, 1.09179], [-2.82911, -4.30774, 2.62625], [-2.12996, -3.22990, 3.43964], [-0.61692, -2.68402, 2.67353], [-2.15547, -5.13903, 2.39571], [-3.67855, -4.70516, 3.18982], [-1.86135, -3.62257, 4.42429], [-2.77111, -2.35484, 3.58445]],
  "nbo_charge": [-0.649, -0.524, 0.174, -0.859, 0.937, -1.038, 0.231, 1.885, -0.966, -0.920, -0.956, 0.232, 0.215, 0.256, 0.271, 0.234, 0.282, 0.302, 0.419, 0.413, 0.522, 0.530, -0.063, -0.391, -0.385, -0.073, 0.230, 0.234, 0.233, 0.225]
}

(2)
{
  "formula": "BrH4MgO2",
  "method": "ωB97M-V with the def2-TZVPD basis set",
  "multiplicity": 2,
  "energy_ev": -79624.990,
  "e_lumo_ev": [-11.920, -14.488],
  "orbital_gap_ha": [0.2680, 0.1332],
  "total_charge": 2,
  "species": ["Mg", "Br", "O", "H", "H", "O", "H", "H"],
  "coordinates": [[2.62687, -1.43927, -2.78389], [0.52561, -0.55934, -1.51744], [0.98442, 0.79154, 1.67250], [1.73107, 1.37350, 1.53079], [0.81772, 0.40172, 0.81432], [-2.55828, -0.39874, 0.09727], [-2.34399, 0.36375, 0.63478], [-1.78340, -0.53314, -0.44837]],
  "lowdin_spin": [0.000, 0.039, 0.345, 0.005, 0.001, 0.600, 0.006, 0.005]
}

(3)
{
  "formula": "C3H12O3",
  "method": "ωB97M-V with the def2-TZVPD basis set",
  "multiplicity": 2,
  "energy_ev": -9437.176,
  "e_lumo_ev": [-3.779, -9.874],
  "e_above_lowest_kcal_mol": 20.4,
  "orbital_gap_ha": [0.3848, 0.1608],
  "total_charge": 1,
  "species": ["C", "C", "C", "O", "H", "H", "H", "H", "H", "H", "H", "H", "H", "H", "O", "H", "H", "O"],
  "coordinates": [[-0.51050, 1.48278, -0.96655], [0.06362, 0.55045, 0.15953], [0.45679, -0.84671, -0.49577], [1.30625, 0.98929, 0.59156], [-0.50601, 2.43241, -0.42464], [0.05076, 1.38420, -1.92277], [-1.54377, 1.17135, -1.13812], [-0.71892, 0.48399, 0.91372], [0.17940, -0.99276, -1.52552], [1.54799, -0.95849, -0.40542], [0.25114, -1.60660, 0.27493], [1.19623, 1.21843, 1.54074], [-5.03406, -1.93277, 1.46696], [-4.06300, -1.64741, 0.20982], [-4.61687, -1.27853, 0.90928], [4.68492, 0.02682, 0.50381], [3.26927, 0.08158, 0.12341], [3.98675, -0.55803, 0.18501]],
  "lowdin_spin": [0.152, 0.174, 0.169, 0.431, 0.013, 0.001, 0.008, 0.001, 0.005, 0.004, 0.034, 0.004, 0.000, 0.000, 0.000, 0.000, -0.001, 0.006]
}

(4)
{
  "formula": "C28H43BrN10O5S2Tm",
  "method": "ωB97M-V with the def2-TZVPD basis set",
  "multiplicity": 3,
  "energy_ev": -176111.957,
  "e_lumo_ev": [-2.291, -2.288],
  "e_above_lowest_kcal_mol": 0.0,
  "orbital_gap_ha": [0.3010, 0.3010],
  "total_charge": 1,
  "species": ["Tm", "O", "C", "C", "C", "C", "C", "C", "C", "O", "N", "N", "C", "C", "Br", "C", "C", "C", "C", "C", "C", "C", "H", "H", "H", "H", "H", "H", "H", "H", "H", "H", "H", "H", "H", "H", "C", "N", "C", "C", "N", "N", "C", "C", "H", "H", "H", "H", "H", "H", "H", "H", "H", "H", "H", "H", "H", "C", "N", "C", "S", "N", "C", "H", "H", "H", "H", "H", "H", "H", "H", "S", "C", "N", "C", "C", "C", "N", "H", "H", "H", "H", "H", "H", "H", "H", "O", "N", "O", "O"],
  "coordinates": [[-1.24140, -0.31186, 0.13412], [0.79162, 2.92465, -1.80067], [1.11056, 2.53985, -3.06577], [1.81886, 3.42165, -3.87086], [2.11970, 3.06916, -5.17743], [1.69292, 1.85526, -5.69766], [0.98397, 0.98700, -4.88171], [0.71062, 1.29363, -3.55259], [-0.00364, 0.27258, -2.69329], [-0.68127, 0.79095, -1.61423], [1.01545, -0.65987, -2.16735], [0.61560, -1.47566, -1.16299], [1.33361, -2.49727, -0.88895], [1.03206, -3.41162, 0.21440], [-0.60644, -3.13969, 1.12235], [1.82246, -4.39999, 0.64613], [3.10526, -4.81038, 0.03561], [4.19163, -5.05693, 0.87113], [5.41442, -5.43688, 0.34245], [5.55743, -5.59867, -1.02851], [4.47098, -5.39224, -1.86529], [3.24992, -5.00388, -1.33657], [0.14259, 2.25191, -1.47718], [2.11141, 4.38090, -3.46623], [2.67131, 3.76125, -5.79904], [1.89679, 1.59314, -6.72551], [0.62641, 0.04088, -5.27437], [-0.69205, -0.28277, -3.35804], [1.67162, -1.05127, -2.83368], [2.24086, -2.70462, -1.45233], [1.52220, -4.93995, 1.53538], [4.08182, -4.94382, 1.94235], [6.25092, -5.61629, 1.00264], [6.50865, -5.90582, -1.44050], [4.56785, -5.55000, -2.93073], [2.39261, -4.89149, -1.98811], [-3.99554, -3.22752, 3.71390], [-3.78752, -2.12692, 2.79452], [-4.20945, -2.36010, 1.42749], [-3.07679, -1.01370, 3.12841], [-2.39011, -0.36533, 2.22648], [-3.08588, -0.65956, 4.45100], [-4.34738, -0.60555, 5.18111], [-2.09647, 0.29613, 4.91682], [-3.70037, -4.15728, 3.22151], [-5.04418, -3.32230, 4.00958], [-3.38739, -3.09777, 4.60487], [-5.22882, -2.75315, 1.43178], [-3.57343, -3.08582, 0.91180], [-4.20764, -1.42087, 0.88140], [-2.13477, 0.56752, 2.55030], [-5.12685, -1.12770, 4.63678], [-4.65635, 0.43613, 5.30574], [-4.24260, -1.06059, 6.16668], [-2.39712, 1.33046, 4.71263], [-1.13521, 0.10515, 4.44310], [-1.98270, 0.18197, 5.99395], [3.51322, 1.56108, -0.62565], [2.37655, 1.33374, 0.25678], [2.38574, 0.59046, 1.35374], [0.99069, -0.16077, 2.00549], [3.55188, 0.36349, 1.99074], [4.65370, 1.31102, 2.10024], [3.15237, 1.49637, -1.64689], [4.25845, 0.78143, -0.47212], [3.97669, 2.53589, -0.47778], [1.46592, 1.58600, -0.11379], [3.47136, -0.32282, 2.72294], [4.34375, 2.28499, 1.73200], [5.53842, 0.98478, 1.55458], [4.90297, 1.42311, 3.15472], [-0.99853, 2.45103, 1.09790], [-1.80455, 3.50932, -0.01268], [-1.35914, 4.76397, -0.09482], [-1.83180, 5.72976, -1.07590], [-3.29082, 5.43859, -1.37363], [-3.43327, 3.98602, -1.79121], [-2.80830, 3.12948, -0.78777], [-0.59222, 4.99172, 0.51461], [-1.22604, 5.64617, -1.98443], [-1.69073, 6.72900, -0.66766], [-3.66196, 6.09593, -2.15860], [-3.88718, 5.62073, -0.47718], [-2.96186, 3.80434, -2.76217], [-4.48002, 3.69427, -1.86839], [-3.02596, 2.14074, -0.78700], [-2.34205, -1.53779, -1.31780], [-3.09441, -0.52707, -1.64183], [-3.46927, -0.30575, -2.73759], [-3.31431, 0.23570, -0.61567]],
  "lowdin_spin": [2.005, 0.000, 0.000, 0.000, 0.000, 0.000, 0.000, 0.000, 0.000, 0.002, 0.000, -0.001, 0.000, 0.000, -0.001, 0.000, 0.000, 0.000, 0.000, 0.000, 0.000, 0.000, 0.000, 0.000, 0.000, 0.000, 0.000, 0.000, 0.000, 0.000, 0.000, 0.000, 0.000, 0.000, 0.000, 0.000, 0.000, 0.000, 0.000, 0.000, -0.002, 0.000, 0.000, 0.000, 0.000, 0.000, 0.000, 0.000, 0.000, 0.000, 0.000, 0.000, 0.000, 0.000, 0.000, 0.000, 0.000, 0.000, 0.000, 0.000, -0.001, 0.000, 0.000, 0.000, 0.000, 0.000, 0.000, 0.000, 0.000, 0.000, 0.000, -0.002, 0.000, 0.000, 0.000, 0.000, 0.000, 0.000, 0.000, 0.000, 0.000, 0.000, 0.000, 0.000, 0.000, 0.000, -0.002, 0.000, 0.001, -0.002]
}

(5)
{
  "formula": "C3H6N2O2",
  "method": "ωB97M-V with the def2-TZVPD basis set",
  "energy_ev": -10278.713,
  "smiles": "C=C/C(=N\\O)NO",
  "e_lumo_ev": 0.748,
  "e_above_lowest_kcal_mol": 140.3,
  "orbital_gap_ha": 0.3356,
  "total_charge": 0,
  "species": ["C", "C", "C", "N", "O", "N", "O", "H", "H", "H", "H", "H", "H"],
  "coordinates": [[1.20362, 1.44982, -0.23933], [-0.02564, 1.03870, 0.18125], [-0.48868, -0.29785, -0.22000], [-1.69311, -0.77413, -0.26908], [-2.61156, 0.07326, 0.26249], [0.50072, -1.35168, -0.41982], [1.41142, -1.28445, 0.62180], [1.73615, 2.43615, 0.05588], [1.78670, 0.83764, -0.90550], [-0.60546, 1.68034, 0.81962], [-3.55480, -0.25108, 0.22766], [0.04138, -2.34494, -0.35342], [2.29927, -1.21178, 0.23846]],
  "nbo_charge": [-0.325, -0.277, 0.294, -0.153, -0.578, -0.349, -0.574, 0.209, 0.190, 0.238, 0.487, 0.372, 0.466]
}

(6)
{
  "formula": "C45H44BrCoNOP2S3Te",
  "method": "ωB97M-V with the def2-TZVPD basis set",
  "multiplicity": 5,
  "energy_ev": -216960.849,
  "e_lumo_ev": [1.572, 0.744],
  "orbital_gap_ha": [0.2292, 0.2084],
  "total_charge": -1,
  "species": ["Co", "C", "C", "C", "C", "C", "C", "C", "Br", "C", "O", "C", "C", "C", "C", "C", "C", "H", "H", "H", "H", "H", "H", "H", "H", "H", "H", "H", "H", "H", "H", "H", "H", "H", "H", "H", "H", "Te", "C", "C", "C", "N", "C", "C", "C", "P", "C", "C", "C", "C", "C", "C", "C", "C", "C", "C", "C", "C", "P", "C", "C", "C", "C", "C", "C", "C", "C", "C", "C", "C", "C", "H", "H", "H", "H", "H", "H", "H", "H", "H", "H", "H", "H", "H", "H", "H", "H", "H", "H", "H", "H", "H", "H", "H", "H", "S", "C", "S", "S"],
  "coordinates": [[-0.72054, 0.60760, -0.56722], [-2.39729, 5.44562, 4.66239], [-0.94836, 4.99035, 4.89063], [-0.00671, 6.15912, 4.57438], [-0.77558, 4.63469, 6.37051], [-0.66017, 3.79783, 3.98282], [-0.34900, 3.97700, 2.64187], [-0.19664, 2.88001, 1.82481], [0.32145, 3.22009, 0.02704], [-0.37719, 1.53614, 2.21776], [-0.32799, 0.55607, 1.35454], [-0.58523, 1.35823, 3.61259], [-0.74626, 2.48256, 4.41874], [-0.62812, 0.00653, 4.34603], [0.48442, -0.01028, 5.40813], [-0.41756, -1.22052, 3.46146], [-1.99232, -0.16301, 5.03402], [-2.62155, 6.33847, 5.25322], [-3.09661, 4.65744, 4.94654], [-2.56640, 5.67596, 3.60960], [-0.13821, 6.95443, 5.31184], [-0.20910, 6.58922, 3.59339], [1.03599, 5.83810, 4.59483], [-0.91506, 5.52839, 6.98248], [0.22138, 4.23604, 6.56797], [-1.50948, 3.89778, 6.69886], [-0.22438, 4.96282, 2.21574], [-0.94876, 2.30695, 5.46530], [1.46030, 0.11358, 4.93520], [0.47883, -0.96738, 5.93613], [0.36537, 0.78257, 6.14687], [0.49236, -1.15371, 2.86816], [-1.25500, -1.35201, 2.77851], [-0.35704, -2.10676, 4.10015], [-2.16996, 0.60217, 5.79066], [-2.04478, -1.13902, 5.52416], [-2.79680, -0.10486, 4.29908], [-0.83054, -2.07909, -0.02475], [-1.50967, -3.61768, -1.34713], [-0.74094, -4.69597, -1.77255], [-1.33393, -5.69526, -2.52841], [-2.61789, -5.70601, -2.87438], [-3.35369, -4.68308, -2.45533], [-2.85591, -3.63228, -1.69772], [0.59864, -0.96400, -1.19795], [0.30444, -0.30794, -2.84732], [0.13743, -1.72094, -3.99395], [-0.65532, -1.65259, -5.13907], [-0.66451, -2.70182, -6.04473], [0.13780, -3.81618, -5.83734], [0.94606, -3.87986, -4.71163], [0.93739, -2.84224, -3.79259], [-1.30749, 0.44792, -2.55384], [-1.24126, 1.91830, -3.00463], [-3.45829, 2.19559, -1.74874], [-4.33756, 1.29454, -2.66122], [-3.78628, -0.07223, -2.82460], [-2.48500, -0.39798, -2.76011], [2.19560, -0.61750, -0.34732], [3.11515, 0.23803, -1.68652], [3.57914, -0.40842, -2.83146], [4.17241, 0.31051, -3.85298], [4.31311, 1.68920, -3.74332], [3.87722, 2.33894, -2.60083], [3.28804, 1.61324, -1.57289], [3.16480, -2.18986, -0.37408], [2.61460, -3.45452, -0.52048], [3.40424, -4.59645, -0.45936], [4.76821, -4.48766, -0.24549], [5.33262, -3.22749, -0.08286], [4.53849, -2.09551, -0.13881], [0.30972, -4.77527, -1.53833], [-0.73993, -6.53595, -2.87321], [-4.40097, -4.69635, -2.74062], [-3.51460, -2.82895, -1.39023], [-1.26400, -0.77435, -5.31542], [-1.29897, -2.64659, -6.92088], [0.12790, -4.63368, -6.54759], [1.57163, -4.74767, -4.53866], [1.54461, -2.90442, -2.89507], [-0.57613, 2.45909, -2.32795], [-4.06217, 3.05897, -1.46017], [-5.40826, 1.30633, -2.45964], [-4.49527, -0.86618, -3.03475], [-2.25291, -1.44762, -2.89715], [3.46094, -1.48104, -2.92776], [4.51321, -0.20118, -4.74463], [4.76193, 2.25350, -4.55112], [3.98503, 3.41264, -2.51056], [2.93723, 2.11852, -0.68175], [1.54956, -3.54345, -0.66863], [2.94706, -5.57212, -0.57766], [5.38834, -5.37403, -0.19984], [6.39759, -3.12806, 0.08830], [4.99112, -1.11783, -0.01095], [-3.82286, 2.30855, -4.14009], [-2.56930, 2.56924, -2.92307], [-2.80691, 1.49141, -0.21753], [-0.39872, 1.87464, -4.59981]],
  "lowdin_spin": [2.240, 0.000, 0.001, 0.000, 0.000, 0.004, 0.000, 0.006, 0.026, 0.002, 0.042, 0.005, -0.001, 0.001, 0.000, 0.001, 0.000, 0.000, 0.000, 0.000, 0.000, 0.000, 0.000, 0.000, 0.000, 0.000, 0.000, 0.000, 0.000, 0.000, 0.000, 0.000, 0.001, 0.000, 0.000, 0.000, 0.000, 0.075, 0.014, 0.004, 0.001, 0.001, 0.000, 0.003, 0.008, 0.122, 0.012, 0.005, 0.000, 0.004, 0.000, 0.004, -0.114, 0.108, 0.060, 0.038, -0.071, 0.015, 0.005, 0.006, 0.004, 0.000, 0.001, 0.000, 0.001, 0.000, 0.001, 0.000, 0.000, 0.000, 0.000, 0.000, 0.000, 0.000, 0.001, 0.001, 0.000, 0.000, 0.000, 0.000, 0.013, 0.016, 0.004, -0.004, 0.002, 0.000, 0.000, 0.000, 0.000, 0.000, 0.001, 0.000, 0.000, 0.000, 0.000, 0.127, 0.608, -0.037, 0.630]
}